1.
Density functional theory data (ωB97M-V/def2-TZVPD) for a cluster of 8 separate species, C15H44ClO11 in total.

Results
Relative energy (zero: lowest compared OMol25 entry of this formula, charge and spin) (kcal/mol): 26.6
Total charge: -1
Frontier orbital gap (eV): 9.711

```
71
C15H44ClO11, DFT ωB97M-V/def2-TZVPD
Cl -0.41957 -0.14517 0.24076
O 0.24632 0.02601 1.52583
O 0.10397 0.82414 -0.69113
O -0.15047 -1.47739 -0.24197
O -1.83977 0.04503 0.41527
C 0.36343 -4.84676 -1.33827
C 1.18030 -5.64594 -2.34218
C 2.55829 -5.97706 -1.81843
O 0.54980 -6.91615 -2.63388
H 0.51973 -5.23958 -0.33101
H -0.69622 -4.91805 -1.58296
H 0.67053 -3.80085 -1.32286
H 1.25957 -5.08341 -3.27994
H 3.11546 -6.55412 -2.55732
H 2.43919 -6.62908 -0.94946
H 3.08570 -5.06515 -1.54942
H -0.30159 -6.73758 -3.04242
C 0.11386 3.77627 1.08996
C 1.25693 3.62432 2.07297
C 0.76350 3.45296 3.49999
O 2.08515 2.50866 1.70464
H -0.46157 4.67680 1.31720
H -0.55297 2.91907 1.20542
H 0.46509 3.81187 0.06147
H 1.91754 4.49305 2.01052
H 0.29020 2.47800 3.62791
H 0.04771 4.23658 3.75704
H 1.60678 3.50923 4.19051
H 1.51086 1.73080 1.62092
C -4.94922 1.50102 -0.96474
C -3.79082 2.40031 -1.38595
C -4.28927 3.71912 -1.94174
O -2.95619 2.71394 -0.28950
H -5.49389 1.15523 -1.84542
H -5.63585 2.05974 -0.32143
H -4.59241 0.64641 -0.38890
H -3.21256 1.87598 -2.16069
H -3.47087 4.29372 -2.38028
H -4.71567 4.31168 -1.13094
H -5.03609 3.56117 -2.72237
H -2.59208 1.88509 0.05069
C 0.58348 -1.92753 4.42009
C -0.71429 -2.52247 3.91567
C -1.43830 -3.33372 4.97289
O -1.61226 -1.49989 3.48633
H 1.23833 -2.70668 4.83354
H 0.39811 -1.22515 5.23521
H 1.14682 -1.44696 3.62070
H -0.50814 -3.18743 3.06619
H -0.77937 -4.11704 5.35556
H -2.30900 -3.80574 4.51962
H -1.73603 -2.70354 5.81156
H -1.27591 -1.16327 2.64635
C 2.91153 2.77208 -1.69480
O 3.69969 2.50117 -0.54563
H 2.21170 3.58985 -1.47926
H 3.56018 3.13938 -2.49328
H 2.38062 1.87941 -2.03083
H 3.07445 2.54033 0.19946
C 3.39082 -0.72932 -1.39598
O 2.35573 -0.84512 -2.35512
H 4.31826 -0.59858 -1.95173
H 3.21178 0.12951 -0.74982
H 3.51260 -1.62223 -0.76739
H 1.51470 -0.88297 -1.88625
C -0.15672 2.09122 -3.94015
O 0.45937 3.15302 -4.67591
H 0.17701 2.07851 -2.89891
H -1.24723 2.18795 -3.91731
H 0.12510 1.14276 -4.38736
H 0.51412 3.91251 -4.09135
```

Charge distribution, Mulliken scheme, values in e: Cl 1.4883; O -0.5008; O -0.3285; O -0.6284; O -0.8212; C -0.8662; C 0.5361; C -1.3211; O -0.5727; H 0.2388; H 0.3745; H 0.1108; H 0.2226; H 0.3224; H 0.3581; H 0.3138; H 0.3030; C -0.8555; C 0.4889; C -1.3354; O -0.6373; H 0.4824; H 0.1056; H 0.0471; H 0.3278; H 0.2543; H 0.3716; H 0.3542; H 0.2492; C -1.3503; C 1.0433; C -1.4948; O -0.4895; H 0.3756; H 0.3028; H 0.3471; H 0.0061; H 0.3300; H 0.3596; H 0.3801; H 0.2152; C -1.1888; C 0.9367; C -1.5195; O -0.6001; H 0.3696; H 0.2890; H 0.2435; H 0.1070; H 0.3880; H 0.3496; H 0.3562; H 0.1081; C -0.2977; O -0.5827; H 0.1410; H 0.3250; H 0.0391; H 0.4983; C -0.3982; O -0.5431; H 0.3025; H 0.1184; H 0.2007; H 0.2621; C -0.0500; O -0.5471; H -0.1821; H 0.2085; H 0.2590; H 0.2994

---

2.
Density functional theory data (ωB97M-V/def2-TZVPD) for a cluster of 3 separate species, C15H44N7O2P2S in total.

Results
Total charge: -1
Frontier orbital gap (eV): 2.864

```
71
C15H44N7O2P2S, DFT ωB97M-V/def2-TZVPD
N 7.52337 -0.62610 2.69131
C 6.59387 -1.57276 2.13653
C 5.23200 -1.62701 2.83347
C 4.15456 -2.39990 2.04505
S 4.26053 -4.20742 2.20681
H 7.01306 -0.01486 3.33032
H 7.02253 -2.59653 2.16617
H 6.39870 -1.38106 1.05339
H 4.85044 -0.61917 3.02353
H 5.35206 -2.14497 3.79158
H 4.31196 -2.17103 0.99066
H 3.15190 -2.05932 2.30531
H 5.31668 -4.27170 3.02498
O 3.28100 0.05950 -0.34632
P 2.61773 1.36124 -0.46488
N 1.38315 1.41137 0.71904
C 0.03101 1.92745 0.70691
C 1.84889 1.08174 2.05767
N 1.93210 1.34169 -2.06154
C 0.50942 1.42767 -2.35144
C 2.58792 0.38786 -2.95044
N 3.23189 2.90433 -0.50025
C 4.45921 3.15226 0.25666
C 2.38798 4.06095 -0.62601
H -0.06247 2.87397 1.26200
H -0.64394 1.20364 1.17996
H -0.35373 2.09827 -0.28584
H 2.25230 1.95442 2.59012
H 2.62532 0.31730 2.01955
H 1.02400 0.67634 2.64902
H -0.11056 0.92481 -1.61168
H 0.28614 0.94784 -3.30569
H 0.16852 2.46355 -2.46590
H 2.20336 -0.63265 -2.83373
H 3.65936 0.35416 -2.77004
H 2.43149 0.70560 -3.98453
H 4.26610 3.35334 1.31868
H 4.99054 4.01106 -0.16010
H 5.12629 2.29168 0.19826
H 2.19343 4.52868 0.34835
H 1.42834 3.82943 -1.08497
H 2.88211 4.79973 -1.26380
O -3.12434 0.65781 -1.21887
P -4.02506 -0.36944 -0.67706
N -3.42464 -1.88743 -1.14806
C -4.07958 -3.09995 -1.59163
C -2.01594 -2.09312 -0.83088
N -5.54741 -0.04324 -1.44979
C -6.26858 -0.95569 -2.32735
C -5.64563 1.32617 -1.94873
N -4.59484 -0.58208 0.86720
C -3.72513 -0.17667 1.96980
C -5.49100 -1.65738 1.20534
H -4.09143 -3.87754 -0.81460
H -3.54820 -3.50962 -2.45710
H -5.10001 -2.93870 -1.90176
H -1.86564 -2.46655 0.19032
H -1.45444 -1.16570 -0.94195
H -1.58024 -2.81639 -1.52220
H -5.62007 -1.55526 -2.96464
H -6.90289 -0.37766 -3.00042
H -6.95061 -1.61389 -1.77689
H -5.18778 1.45016 -2.93714
H -5.16028 2.02630 -1.27372
H -6.70055 1.60259 -2.01393
H -2.99111 -0.94870 2.23474
H -4.32157 0.04414 2.85750
H -3.17753 0.72901 1.70792
H -4.95553 -2.50448 1.65151
H -6.04398 -2.02490 0.34278
H -6.22462 -1.29715 1.93144
```

Charge distribution, Mulliken scheme, values in e: N -0.8830; C -0.2045; C -0.7825; C -0.1621; S -0.3058; H 0.0872; H 0.2101; H 0.1184; H 0.2127; H 0.2713; H 0.1434; H 0.2743; H 0.1048; O -0.6210; P -0.1270; N 0.6231; C -1.0649; C -0.8306; N 0.1585; C -0.5388; C -1.0755; N 0.3668; C -0.9966; C -0.8548; H 0.2247; H 0.3484; H 0.4125; H 0.2750; H -0.0293; H 0.3635; H -0.2224; H 0.4868; H 0.2012; H 0.3189; H 0.3309; H 0.4245; H 0.2799; H 0.3244; H 0.3520; H 0.3042; H 0.2063; H 0.3346; O -0.6925; P 0.0022; N 0.3516; C -0.9861; C -0.6467; N 0.1353; C -1.1296; C -1.1419; N 0.3624; C -0.8808; C -0.8585; H 0.3208; H 0.3511; H 0.3119; H 0.2704; H -0.1905; H 0.3789; H 0.4177; H 0.4290; H 0.2709; H 0.3476; H 0.3203; H 0.4379; H 0.2998; H 0.3753; H 0.2288; H 0.3118; H 0.2188; H 0.3245

---

3.
Density functional theory data (ωB97M-V/def2-TZVPD) for a cluster of 8 separate species, C15H44NO16 in total.

Results
Relative energy (zero: lowest compared OMol25 entry of this formula, charge and spin) (kcal/mol): 20.6
Total charge: -1
Frontier orbital gap (eV): 9.534

```
76
C15H44NO16, DFT ωB97M-V/def2-TZVPD
N 0.12776 0.34128 0.92548
O 0.30225 1.52206 0.96571
O 0.00678 -0.36664 1.91876
O 0.01863 -0.17714 -0.19777
C -1.15942 2.72391 -4.78282
C -1.17488 1.14696 -4.77163
C -1.71922 0.51901 -3.52812
O -2.03068 0.82097 -5.88324
H -0.57749 3.17089 -5.58884
H -0.68522 2.99542 -3.83968
H -2.13244 3.21513 -4.77584
H -0.19081 0.74670 -5.01557
H -2.57718 1.07576 -3.15127
H -0.92061 0.54639 -2.78678
H -1.95001 -0.53764 -3.66348
H -1.82122 -0.10304 -6.03796
C 3.73055 -0.36203 1.72017
C 3.53073 -1.21872 0.48519
O 4.70764 -1.45469 -0.25861
O 4.33928 -1.02567 2.81072
H 2.80048 -0.02724 2.17948
H 4.34148 0.51534 1.50786
H 2.65767 -0.88200 -0.07381
H 3.20950 -2.20538 0.81895
H 5.28788 -0.69670 -0.15679
H 4.08391 -0.51899 3.58510
C -2.90080 -3.76565 -0.60765
C -2.31737 -2.52888 -0.01759
O -2.51020 -1.53212 -0.98954
O -2.18625 -4.20461 -1.76376
H -3.93592 -3.72953 -0.94724
H -2.79507 -4.57852 0.11079
H -1.27210 -2.73283 0.21462
H -2.78695 -2.22711 0.91864
H -1.80110 -0.88507 -0.98005
H -1.39061 -4.65295 -1.46786
C 0.40001 -2.58938 -2.98368
C 0.96156 -3.51635 -4.01262
O 0.95234 -2.91025 -5.25592
O 1.18889 -1.42369 -2.67248
H 0.36033 -3.13572 -2.04132
H -0.61776 -2.26018 -3.19317
H 0.30752 -4.38789 -4.03995
H 1.91817 -3.99253 -3.79758
H 1.81396 -2.49297 -5.32723
H 0.78178 -1.06672 -1.87974
C 0.32444 -3.06741 3.78921
C 0.39644 -2.47874 5.21914
O -0.41839 -3.28986 6.00595
O -0.84117 -2.77406 3.08365
H 0.31579 -4.15626 3.83848
H 1.18174 -2.72777 3.20801
H 0.20110 -1.40958 5.13646
H 1.42630 -2.56057 5.56667
H -0.31189 -3.02740 6.92321
H -0.63138 -1.91342 2.71367
C -0.83024 5.74244 -1.85746
C -1.08540 4.47576 -1.06101
O 0.03335 4.12306 -0.29854
O -0.45415 6.82451 -1.00017
H -1.68187 6.13487 -2.41319
H -0.07282 5.46645 -2.59111
H -1.50011 3.67755 -1.67663
H -1.91536 4.56418 -0.35997
H -0.00098 3.20996 -0.00415
H 0.37168 6.56151 -0.58733
C -0.88421 2.17977 4.53461
C 0.38076 2.84392 5.22188
O 1.59946 2.76454 4.40887
O -1.15630 2.59878 3.16235
H -1.76228 2.44129 5.12513
H -0.86447 1.09027 4.50796
H 0.61529 2.40701 6.19255
H 0.26151 3.91878 5.35819
H 1.43017 3.11357 3.53074
H -0.50272 2.11614 2.65100
```

Charge distribution, Mulliken scheme, values in e: N 1.0454; O -0.9676; O -0.8017; O -0.7225; C -1.2918; C 0.4432; C -0.8016; O -0.5955; H 0.3713; H 0.1691; H 0.3463; H 0.2280; H 0.3471; H 0.0779; H 0.3536; H 0.3363; C -0.0860; C 0.2169; O -0.5617; O -0.5857; H -0.0206; H 0.3226; H -0.0793; H 0.1330; H 0.3487; H 0.3264; C -0.8810; C 0.3820; O -0.5193; O -0.4893; H 0.2906; H 0.3241; H 0.0648; H 0.3306; H 0.2016; H 0.2897; C 0.5945; C -0.7752; O -0.5295; O -0.5972; H 0.0302; H 0.1031; H 0.2560; H 0.3750; H 0.3287; H 0.2732; C -0.3463; C -0.0758; O -0.5141; O -0.5168; H 0.3468; H 0.1148; H 0.0293; H 0.3273; H 0.2831; H 0.5738; C -0.5916; C 0.1414; O -0.4671; O -0.5631; H 0.3400; H 0.2842; H 0.0464; H 0.2982; H 0.3657; H 0.3224; C 0.0028; C -0.3274; O -0.5391; O -0.4754; H 0.3561; H -0.1263; H 0.3125; H 0.2798; H 0.2969; H 0.2170

---

4.
Density functional theory data (ωB97M-V/def2-TZVPD) for a structure of composition C15H45ClFN17NbO12.

Results
Total charge: -1
Frontier orbital gap (eV): 6.720

```
92
C15H45ClFN17NbO12, DFT ωB97M-V/def2-TZVPD
N 0.29050 -0.11822 -2.94501
Nb 2.08763 0.33331 -1.95730
C 1.85703 -1.53175 -0.64637
C 2.56931 -1.41704 0.69129
O 1.82163 -0.51976 1.59250
C 2.52950 0.56160 1.95679
O 3.44463 0.52446 2.74075
C 2.34673 2.24567 -3.22681
C 1.11606 2.90799 -3.68652
O 0.95353 3.39708 -4.77925
F 0.10263 2.97450 -2.81724
C 3.41691 -0.79294 -3.46530
C 4.33029 -1.75823 -2.90663
O 4.23968 -2.95601 -2.98106
Cl 5.74124 -1.10774 -1.95751
H 0.41369 -0.58075 -3.83561
H -0.31003 -0.67457 -2.35121
H 1.10788 1.26020 -0.70910
H 3.52885 0.75558 -0.91188
H 0.81036 -1.73558 -0.46189
H 2.30508 -2.39574 -1.13478
H 2.64013 -2.37209 1.19714
H 3.54855 -0.99900 0.54744
H 2.16572 1.48998 1.51894
H 2.90719 2.04393 -4.12193
H 2.94346 2.93815 -2.64116
H 2.80248 -1.28258 -4.20244
H 4.00727 -0.04026 -3.97385
C -1.88606 -0.88639 1.14438
O -1.26333 -1.81615 0.64508
N -3.24283 -0.74175 1.00104
N -1.26788 0.07953 1.85791
H -3.75157 0.02889 1.38886
H -3.72864 -1.44193 0.47634
H -0.27071 -0.00652 1.95781
H -1.74442 0.87351 2.25903
C -1.83474 3.36125 0.62175
O -2.18058 2.68219 1.58903
N -2.70911 3.75612 -0.34206
N -0.54911 3.76523 0.44057
H -2.44445 4.31569 -1.13553
H -3.66145 3.46697 -0.24352
H 0.12158 3.47749 1.12685
H -0.23320 4.31431 -0.34511
C -2.09669 -6.03337 -0.90477
O -1.88150 -7.07148 -1.52277
N -1.34490 -4.90921 -1.05487
N -3.12180 -5.92157 -0.00366
H -1.51278 -4.05816 -0.54320
H -0.58643 -4.93967 -1.71175
H -3.69146 -6.73135 0.13658
H -3.32793 -5.08444 0.51637
C 1.99322 -0.67332 6.36565
O 2.41342 0.36807 6.84184
N 1.50299 -1.68445 7.16330
N 1.96707 -0.93180 5.02999
H 1.15104 -2.54974 6.80451
H 1.50715 -1.52962 8.15161
H 2.31479 -0.23245 4.39485
H 1.61687 -1.78626 4.64233
C 1.16490 6.79551 -0.21658
O 1.30020 5.74747 -0.81442
N 1.99502 7.86731 -0.42084
N 0.17030 6.98847 0.71126
H 1.90876 8.73836 0.06438
H 2.72881 7.75288 -1.09351
H -0.45101 6.21487 0.88688
H 0.04806 7.83944 1.22482
C -4.47903 -4.89324 3.32039
O -4.05977 -4.36788 2.30657
N -5.78457 -5.28877 3.45716
N -3.67605 -5.12856 4.40088
H -6.14943 -5.72283 4.28186
H -6.39452 -5.12715 2.67956
H -2.71630 -4.84936 4.32349
H -3.99381 -5.55910 5.24654
C -3.07823 7.38424 -1.22539
O -2.49910 6.42598 -1.70010
N -4.43122 7.55984 -1.35514
N -2.42413 8.36108 -0.52344
H -4.92925 8.33919 -0.97277
H -4.93563 6.86025 -1.86433
H -1.43076 8.25579 -0.40970
H -2.88276 9.15766 -0.12663
C 2.54749 -6.10161 -4.07735
O 1.76882 -5.20478 -3.82392
N 3.88426 -5.89196 -4.29910
N 2.14188 -7.41374 -4.16067
H 4.52897 -6.62668 -4.51154
H 4.22137 -4.94673 -4.23345
H 1.17215 -7.60182 -3.99238
H 2.76004 -8.17390 -4.36304
```

Charge distribution, Mulliken scheme, values in e: N -0.6678; Nb -0.4304; C -0.5799; C -0.7731; O 0.1258; C -0.0526; O -0.6202; C -0.7131; C 0.5212; O -0.6368; F -0.1476; C -0.8589; C 0.4571; O -0.5315; Cl -0.2518; H 0.2035; H 0.2275; H 0.3036; H 0.0850; H 0.0745; H 0.3810; H 0.3003; H 0.5304; H 0.4271; H 0.3306; H 0.3967; H 0.2846; H 0.5565; C 0.5123; O -0.6888; N -0.3740; N -0.1255; H 0.1697; H 0.2137; H 0.1695; H 0.1962; C 0.6092; O -0.8420; N -0.2749; N -0.1577; H 0.2017; H 0.1966; H 0.1264; H 0.1105; C 0.5401; O -0.7145; N -0.2338; N -0.2666; H 0.2398; H 0.1224; H 0.1545; H 0.2363; C 0.5410; O -0.6558; N -0.3805; N -0.1752; H 0.1538; H 0.2124; H 0.1448; H 0.1534; C 0.6120; O -0.5224; N -0.4604; N -0.3557; H 0.1416; H 0.2236; H 0.1706; H 0.2298; C 0.6117; O -0.6606; N -0.4005; N -0.3762; H 0.1524; H 0.2209; H 0.2307; H 0.1554; C 0.6230; O -0.6596; N -0.4082; N -0.3832; H 0.1438; H 0.2265; H 0.2650; H 0.1427; C 0.5970; O -0.5908; N -0.3443; N -0.4066; H 0.1436; H 0.2467; H 0.2338; H 0.1413

---

The records above yield HOMO values of -6.970; -0.954; -7.073; -5.030 eV, respectively.
The records above yield F_max values of 0.014; 0.083; 0.076; 0.069 hartree/bohr, respectively.